[1]
# C3H4N4O

The molecule C3H4N4O (the ωB97M-V functional and the def2-TZVPD basis, the Open Molecules 2025 dataset).

E   -410.72529 hartree
Max |F|   0.149 Eh/bohr
HOMO   -9.04 eV
Total charge   0
Energy above the lowest of the compared OMol25 structures with the same formula, charge and spin   174.4 kcal per mole
Frontier orbital gap   7.741 eV

Cartesian coordinates (Å):
C (-3.0384, -0.0312, -0.1845)
C (-1.8300, -0.6680, 0.1336)
C (1.5942, -0.0011, -0.1380)
H (-3.0076, 1.0906, -0.7504)
H (-4.1248, -0.7280, -0.3308)
H (-1.7511, -1.7726, 0.7041)
H (3.4805, -0.2667, -0.0509)
N (-0.6765, -0.0134, 0.2896)
N (-0.1628, 1.3340, 0.1007)
N (1.1472, 1.3256, 0.0264)
N (2.6759, -0.8220, -0.0536)
O (0.5202, -0.8614, -0.1226)

Mulliken atomic charge list, values in e, 5 entries: C -0.5795; C 0.0621; C 0.5627; H 0.2371; H 0.2318


[2]
# CH4N3O

A cluster of 2 separate species, CH4N3O in total (the ωB97M-V functional and the def2-TZVPD basis, the Open Molecules 2025 dataset).

E   -279.63937 hartree
Max |F|   0.082 Eh/bohr
HOMO   -16.15 eV
Total charge   +1
Energy above the lowest of the compared OMol25 structures with the same formula, charge and spin   83.8 kcal per mole
Frontier orbital gap   10.540 eV

Cartesian coordinates (Å):
C (-0.1602, 1.6696, 0.5082)
N (0.7216, -2.2460, -1.4624)
N (-0.5128, 0.5608, 0.9614)
N (0.5621, -1.3364, -0.8312)
O (0.7790, -3.1881, -2.0698)
H (-0.4266, 2.5052, 1.0943)
H (-1.2595, 0.3207, 1.7284)
H (0.0429, -0.1684, 0.4817)
H (0.2536, 1.8825, -0.4107)

Mulliken atomic charge list, values in e, 5 entries: C -0.1198; N 0.7566; N -0.1482; N -0.4026; O -0.4481


[3]
# C2ClF2O2

A cluster of 2 separate species, C2ClF2O2 in total (the ωB97M-V functional and the def2-TZVPD basis, the Open Molecules 2025 dataset).

E   -886.66841 hartree
Max |F|   0.056 Eh/bohr
HOMO   -3.37 eV
Total charge   -1
Energy above the lowest of the compared OMol25 structures with the same formula, charge and spin   14.8 kcal per mole
Frontier orbital gap   7.360 eV

Cartesian coordinates (Å):
C (0.4660, 0.6013, -1.3897)
C (-0.2807, -0.2808, 0.6738)
O (-0.0990, 1.5994, -1.2423)
O (1.1470, -0.2754, -1.8060)
F (-1.1712, 0.5700, 1.2115)
F (-1.0165, -1.4133, 0.5004)
Cl (0.9545, -0.8012, 2.0524)

Mulliken atomic charge list, values in e, 5 entries: C 0.7269; C -0.0673; O -0.3964; O -0.4424; F -0.2082


[4]
# C4H7NO2

A cluster of 2 separate species, C4H7NO2 in total (the ωB97M-V functional and the def2-TZVPD basis, the Open Molecules 2025 dataset).

E   -361.80548 hartree
Max |F|   0.018 Eh/bohr
HOMO   -10.04 eV
Total charge   0
Energy above the lowest of the compared OMol25 structures with the same formula, charge and spin   47.3 kcal per mole
Frontier orbital gap   10.669 eV

Cartesian coordinates (Å):
C (1.1564, -1.3338, -0.2061)
C (0.3198, -0.1831, -0.6926)
C (0.8026, 1.1947, -0.6017)
O (0.7502, 0.5174, -1.8511)
C (-1.6376, 0.3419, 1.4744)
O (-0.7362, 0.1691, 2.2009)
N (-2.4570, 0.5103, 0.5947)
H (2.2176, -1.1307, -0.3778)
H (0.9919, -1.4863, 0.8673)
H (0.8860, -2.2565, -0.7283)
H (0.1032, 2.0229, -0.4763)
H (1.8107, 1.3725, -0.2219)
H (-3.4515, 0.6049, 0.6947)
H (-0.7559, -0.3432, -0.6762)

Mulliken atomic charge list, values in e, 5 entries: C -1.1483; C 0.2184; C -0.4889; O -0.4771; C 0.7344


[5]
# C26H27MnNO6

A structure of composition C26H27MnNO6 (the ωB97M-V functional and the def2-TZVPD basis, the Open Molecules 2025 dataset).

E   -2664.07598 hartree
Max |F|   0.065 Eh/bohr
HOMO (alpha / beta)   -5.43 / -6.90 eV
Total charge   0
Multiplicity   6
Energy above the lowest of the compared OMol25 structures with the same formula, charge and spin   14.8 kcal per mole
Frontier orbital gap (alpha / beta)   4.553 / 6.100 eV

Cartesian coordinates (Å):
Mn (-0.9747, 0.0882, -0.0044)
O (-2.7894, 3.8997, 0.8359)
C (-2.4339, 2.8554, 0.0708)
O (-1.3751, 2.2525, 0.2482)
C (-3.4618, 2.5524, -0.9950)
O (-3.0587, 1.4566, -1.7839)
C (-4.0941, 0.5481, -2.1679)
C (-2.9713, -1.1934, -0.5331)
O (-3.5600, -2.5214, -0.6086)
O (-2.6228, -0.7299, 0.6840)
H (-2.1232, 4.0352, 1.5287)
H (-3.5654, 3.4476, -1.6333)
H (-4.4177, 2.3685, -0.4892)
H (-3.7824, 0.1659, -3.1418)
H (-5.0431, 1.0874, -2.2894)
N (0.0617, 0.8564, -2.0912)
C (0.5279, -0.1511, -2.9764)
C (1.7973, -0.0271, -3.5251)
C (2.2664, -0.9407, -4.4529)
C (1.4569, -1.9966, -4.8283)
C (0.2091, -2.1576, -4.2492)
C (-0.2903, -1.2467, -3.3216)
C (-1.6015, -1.4464, -2.6707)
C (-2.6660, -2.0820, -3.4320)
C (-3.9065, -2.3689, -3.0079)
C (-4.4440, -2.0727, -1.6423)
C (-4.2542, -0.6039, -1.1881)
C (-1.7440, -1.0397, -1.3831)
H (0.7205, 1.6302, -2.0392)
H (-0.8568, 1.1912, -2.3792)
H (2.4241, 0.7976, -3.2113)
H (3.2470, -0.8129, -4.8875)
H (1.8015, -2.6984, -5.5697)
H (-0.3822, -3.0205, -4.5180)
H (-2.4308, -2.3130, -4.4651)
H (-4.5908, -2.8608, -3.6854)
H (-5.4487, -2.4846, -1.5019)
H (-4.9673, -0.3739, -0.3940)
C (5.3330, 1.4443, 5.3957)
C (4.2440, 0.9017, 4.5260)
C (3.5477, 1.7207, 3.6449)
C (2.5534, 1.2260, 2.8241)
C (1.8423, 2.1563, 1.8888)
C (2.2134, -0.1556, 2.8809)
C (1.2275, -0.7339, 2.0372)
O (0.6043, -0.1611, 1.0892)
C (2.8927, -0.9846, 3.8196)
C (2.5576, -2.4373, 3.9837)
C (3.8899, -0.4431, 4.5984)
H (5.6081, 2.4492, 5.0857)
H (6.2136, 0.8053, 5.3504)
H (5.0076, 1.4811, 6.4360)
H (3.8026, 2.7723, 3.6030)
H (2.1277, 3.1883, 2.0869)
H (0.7615, 2.0606, 1.9928)
H (2.0931, 1.9176, 0.8546)
H (0.9764, -1.7852, 2.2118)
H (1.5200, -2.5653, 4.2915)
H (3.1918, -2.8762, 4.7497)
H (2.7166, -2.9914, 3.0595)
H (4.4177, -1.0822, 5.2908)

Mulliken atomic charge list, values in e, 5 entries: Mn 0.0101; O -0.5019; C 0.4275; O -0.4001; C -0.5410


[6]
# C6H6F9MnOS4Te

A structure of composition C6H6F9MnOS4Te (the ωB97M-V functional and the def2-TZVPD basis, the Open Molecules 2025 dataset).

E   -4218.15515 hartree
Max |F|   0.017 Eh/bohr
HOMO (alpha / beta)   -4.16 / -4.20 eV
Total charge   -1
Multiplicity   2
Frontier orbital gap (alpha / beta)   6.429 / 6.475 eV

Cartesian coordinates (Å):
Mn (0.1404, 1.0109, 0.4515)
S (0.5072, 1.5293, 2.6870)
S (1.5927, 3.3095, 2.5539)
S (0.5915, 4.2880, 1.0928)
S (0.9005, 2.9790, -0.4993)
C (3.6139, 0.7133, 1.1484)
Te (2.3882, -0.4123, -0.1292)
C (3.0852, 0.5228, -1.8777)
H (4.6407, 0.3604, 1.0735)
H (3.2136, 0.5922, 2.1517)
H (3.5086, 1.7568, 0.8565)
H (2.9188, 1.5925, -1.7578)
H (2.5052, 0.1461, -2.7186)
H (4.1379, 0.2829, -2.0065)
F (-4.2668, -0.2404, 0.7443)
C (-3.7092, -0.6792, -0.3925)
F (-4.3749, -1.7962, -0.7525)
F (-3.9309, 0.2422, -1.3269)
C (-2.1705, -0.9278, -0.2109)
O (-1.5380, 0.2570, -0.2449)
C (-1.6867, -1.8492, -1.3857)
F (-2.0388, -3.1370, -1.2469)
F (-2.1937, -1.4168, -2.5505)
F (-0.3565, -1.8168, -1.5074)
C (-1.9416, -1.6582, 1.1434)
F (-0.6596, -2.0660, 1.2214)
F (-2.7244, -2.7350, 1.3069)
F (-2.1527, -0.8478, 2.1762)

Mulliken atomic charge list, values in e, 5 entries: Mn 0.9731; S -0.4033; S -0.1466; S -0.1247; S -0.4085